98
Properties=species:S:1:pos:R:3:forces:R:3 method="wB97M-V/def2-TZVPD" orbital_gap_ev="4.63 / 4.62" largest_force_ev_per_a=17.9 lumo_ev="2.001 / 1.995" charge=-1 e_homo_ev="-2.626 / -2.624" total_energy_ev=-103323.38327
H 3.39752 -3.43481 2.03083 0.86 -4.85 -1.08
H -2.48299 1.67973 1.61464 0.05 -0.12 0.03
H 2.24192 0.96213 -5.34995 -0.01 -0.04 0.03
H -1.06257 3.61950 0.64642 -0.03 0.07 -0.03
C -3.83119 -1.72470 2.53189 0.07 0.02 0.09
C 3.56424 3.22476 1.84811 -0.23 0.16 0.00
H -2.56342 4.03328 1.47262 -0.01 -0.02 0.03
H -3.96512 -0.63590 -3.03515 -0.04 0.28 0.10
C -1.63849 0.94426 -3.79660 0.47 -0.10 0.87
C -1.69523 2.18198 2.18642 -0.09 0.06 -0.16
C -2.64083 -2.53590 -3.21485 -0.39 0.07 0.08
C -1.21620 -3.54311 -1.46866 -0.42 0.02 0.54
Sb 1.24723 0.32043 -2.84824 4.31 -1.11 -1.36
H -1.01886 4.26089 2.28019 0.03 -0.04 0.01
H 0.42737 -4.19209 3.78988 -0.01 0.00 -0.08
H 0.94499 2.11990 -1.05950 -0.14 0.22 0.05
C -3.79816 0.33479 -2.57293 -0.23 -0.07 -0.17
H -2.80553 2.03197 -0.74327 0.10 -0.02 0.06
C 2.09222 -0.05374 2.45613 -1.19 3.94 1.97
H -0.27477 -3.51194 -0.93326 0.24 0.20 0.08
C -0.42642 1.34567 2.12055 1.20 -0.32 1.45
H -0.43754 1.95387 -0.20140 -0.01 0.05 0.29
C -2.27093 2.03897 -1.69850 -0.24 -0.17 0.43
H 3.55863 -0.88852 -3.91350 -0.13 0.08 0.12
C 2.75939 -1.30742 -3.28643 0.04 1.07 -0.61
H -0.22877 -2.95675 1.65465 0.34 0.28 -0.63
H 2.76202 3.97145 1.83111 0.02 0.00 0.08
H 2.38341 2.86747 -2.38599 0.00 -0.04 -0.14
C 2.12511 -3.49503 1.25172 1.53 -12.44 -12.76
C -0.22060 -2.37561 -3.33331 0.82 0.38 -0.62
H -2.58207 -3.49764 -3.73230 0.16 -0.06 0.08
H -2.75338 2.79161 -2.32817 -0.07 -0.09 -0.05
C 0.52406 -3.10199 3.74688 -1.41 -0.41 -1.21
H -2.32047 1.31165 4.08916 0.02 0.00 -0.03
H -2.77158 -1.77909 -3.99071 0.09 -0.06 0.05
H 2.31534 -2.93077 0.19593 -0.73 -2.26 0.38
H 2.35103 3.46222 4.33471 -0.01 -0.02 -0.03
Te 2.43160 -2.10871 2.18329 10.78 10.15 6.68
C 0.64944 -2.58282 2.18044 -9.34 1.20 6.03
H -1.21779 -4.45775 -2.07027 -0.06 0.11 -0.14
C 2.07585 1.30244 2.56101 -1.67 -0.69 0.13
H 0.76323 3.05340 2.61958 -0.05 -0.03 0.10
H 3.65631 2.80591 0.84852 0.07 -0.05 -0.02
H -1.72724 0.09710 -4.47893 0.18 -0.05 0.08
C -0.49174 -0.06567 1.87735 -1.35 0.77 -0.86
H 3.16351 -0.63953 2.65069 -0.25 5.77 0.97
C 3.17549 2.74666 4.27757 -0.06 -0.07 0.14
H -4.27095 1.08121 -3.22099 0.08 0.08 0.00
Te 5.75627 -1.55426 0.27500 -1.15 0.22 1.36
H 4.49707 3.74402 2.08012 -0.01 -0.01 0.03
H -0.20430 -3.34395 -3.84774 -0.13 -0.01 0.05
H -4.02166 -1.86366 -0.81716 0.09 0.08 0.01
H -0.27985 -1.61114 -4.11692 -0.03 -0.06 -0.03
H 3.22942 1.69481 -1.38029 -0.69 3.11 -1.44
C 0.78215 1.98561 2.43572 -0.69 -0.09 0.61
H 2.32971 -2.14512 -3.81328 -0.32 -0.12 -0.32
H 4.09591 3.27374 4.53994 0.01 0.00 -0.04
N 0.54872 1.76726 -0.19477 1.07 0.79 -1.55
C -3.59669 -1.63675 0.15194 -0.07 -0.03 0.12
H -1.43837 2.82743 4.24498 0.06 -0.01 -0.08
H -2.03795 -3.62764 -0.74696 0.07 0.00 -0.09
C 3.29663 2.12927 2.88321 0.17 0.11 -0.12
H -3.11911 2.83458 3.69124 0.00 0.00 -0.02
H -0.53385 1.22457 -3.69875 -2.69 -0.21 -0.31
H -2.19848 -0.93429 3.65392 0.09 0.04 -0.05
C -1.81227 -0.75630 1.55808 0.22 0.10 -0.39
H 0.75283 1.89575 -5.08296 0.04 0.01 -0.10
C 2.81510 1.85238 -2.38316 -1.94 1.01 -1.73
C 0.72639 -0.85085 2.12031 -0.78 -1.73 2.04
H -4.33938 0.35612 -1.62496 0.09 -0.01 0.06
H 3.60395 1.80198 -3.12833 0.13 -0.07 0.16
C -2.31946 0.67202 -2.38475 0.30 0.15 -0.55
C -2.17011 2.29260 3.63757 -0.19 -0.10 0.12
C -1.56974 3.59982 1.60895 0.02 0.00 0.04
H 3.17704 -1.65870 -2.35602 -0.18 0.05 0.06
H -5.31060 -2.44255 1.15563 0.00 0.01 -0.02
H 1.97579 -4.56470 1.09322 -0.93 0.15 0.75
P -1.34910 -0.66642 -1.30127 -0.52 -0.34 -0.62
Te 3.71567 0.28524 -0.54150 3.28 -3.71 2.35
C -2.33623 -1.03640 0.23998 -0.37 0.15 0.37
C -4.33968 -1.97576 1.27119 -0.09 -0.07 -0.06
H 0.97735 2.27426 0.57738 -0.15 -0.03 0.03
H -4.39969 -1.99049 3.41522 0.00 0.02 0.00
H 0.65483 0.18449 -5.55344 -0.02 0.01 -0.02
H 3.00172 1.97589 5.03178 0.00 0.00 -0.02
H -2.13263 1.79129 -4.28460 -0.22 -0.04 0.20
C -2.58703 -1.12649 2.66110 -0.15 -0.25 -0.06
O 1.31539 -1.87816 -0.96254 -0.31 -0.90 1.06
H -3.54719 -2.56340 -2.60337 0.06 -0.06 -0.12
Te 5.13531 -1.19180 3.04350 2.31 -0.54 -0.34
C -1.37053 -2.32127 -2.38489 -1.15 -0.15 0.62
C 1.21983 0.91543 -4.97301 0.24 0.04 0.03
H 4.16427 1.47309 2.89071 -0.02 -0.12 -0.07
H 1.37247 -2.81692 4.35662 0.01 0.11 -0.05
H -1.25661 2.37461 -1.53224 0.01 0.16 -0.28
Sc 0.89011 -0.45531 0.06795 1.61 0.83 -2.55
H 0.71250 -2.27482 -2.77782 -0.23 -0.20 0.02
H -0.37297 -2.66286 4.18807 -0.12 -0.13 -0.08